(1)
{"formula": "C38H54F9N2O5PS2", "method": "ωB97M-V with the def2-TZVPD basis set", "species": ["C", "C", "C", "C", "C", "C", "C", "P", "S", "C", "C", "C", "C", "C", "C", "O", "C", "C", "C", "C", "C", "C", "O", "C", "C", "C", "C", "C", "C", "C", "C", "C", "F", "F", "C", "F", "F", "S", "F", "F", "F", "F", "F", "C", "C", "C", "O", "H", "H", "H", "H", "H", "H", "H", "H", "H", "H", "H", "H", "H", "H", "H", "H", "H", "H", "H", "H", "H", "H", "H", "H", "H", "H", "H", "H", "H", "H", "H", "H", "H", "H", "H", "H", "H", "H", "H", "H", "C", "N", "C", "C", "O", "H", "H", "H", "H", "H", "H", "H", "C", "N", "C", "C", "O", "H", "H", "H", "H", "H", "H", "H"], "xyz": [[1.0228, 1.0794, -6.0020], [2.4362, 0.3244, -6.0231], [3.3193, 0.5510, -4.6736], [3.0964, -0.6558, -3.6338], [1.6286, -1.3485, -3.7241], [3.4430, -0.3107, -2.1172], [4.7146, -0.8932, -1.3984], [5.9781, -2.0155, -2.2972], [7.1749, -0.7962, -3.2744], [5.0640, -0.5923, 0.1024], [6.3708, -1.2014, 0.8381], [6.9828, -0.1594, 1.9337], [8.3748, -0.7574, 2.4983], [8.3762, -0.8831, 4.1252], [9.7800, -0.3123, 4.6987], [9.6229, 0.5669, 5.8394], [9.0026, 1.8038, 5.3470], [9.6269, 3.1188, 6.0359], [4.1516, 0.3303, 0.9946], [2.8982, 0.9099, 0.2858], [2.5500, 0.6300, -1.2252], [1.2441, 1.3624, -1.7679], [1.0693, 1.7863, -2.9372], [0.0779, 1.6100, -0.7065], [-1.3743, 1.6188, -1.2690], [-2.5150, 1.8080, -0.2479], [-2.2759, 1.9849, 1.2999], [-3.5264, 2.1261, 2.3062], [-4.1646, 0.6793, 2.6973], [-4.6046, -0.1827, 1.4231], [-5.4820, -1.4777, 1.7234], [-4.8201, -2.6505, 2.5408], [-4.5462, -2.1362, 3.8694], [-5.8548, -3.6317, 2.7796], [-3.4559, -3.2802, 2.0323], [-2.4518, -2.3522, 1.6607], [-2.8917, -3.9527, 3.1806], [-3.5430, -4.5856, 0.6975], [-2.7910, -3.4922, -0.3659], [-4.9941, -4.0742, 0.0805], [-4.2162, -5.7320, 1.6933], [-1.9753, -5.0712, 1.1308], [-3.5032, -5.7456, -0.5026], [-0.7825, 2.0112, 1.7736], [0.3972, 1.8257, 0.7908], [1.9438, 1.8363, 1.1974], [2.3938, 2.5188, 2.1574], [1.1479, 2.2122, -5.8107], [0.3090, 0.7095, -5.1817], [0.4605, 0.8972, -6.9970], [2.3704, -0.7815, -6.3187], [3.0540, 0.8264, -6.8640], [3.2026, 1.5942, -4.2326], [4.4176, 0.4774, -5.0333], [3.8322, -1.4918, -3.9492], [1.4567, -1.9029, -4.7057], [0.7727, -0.6215, -3.5367], [1.5912, -2.1304, -2.8718], [5.3071, -2.8173, -3.2751], [6.6680, -2.8593, -1.3628], [6.0238, -2.1558, 1.3891], [7.2279, -1.4080, 0.1039], [7.0988, 0.8458, 1.3939], [6.2489, -0.1033, 2.8082], [9.2099, -0.0620, 2.1283], [8.5130, -1.8272, 2.0846], [8.3558, -2.0058, 4.3874], [7.4653, -0.3410, 4.5841], [10.4155, -1.2105, 5.0400], [10.3967, 0.2276, 3.8936], [7.8813, 1.7380, 5.6277], [9.0317, 1.8859, 4.2067], [9.8342, 2.8534, 7.1294], [10.5772, 3.3820, 5.4454], [8.8540, 3.9593, 5.9756], [4.3664, 0.5554, 2.0904], [-1.5802, 1.4621, -2.3813], [-3.5921, 1.7921, -0.6186], [-4.2890, 2.7835, 1.7599], [-3.1410, 2.6345, 3.2576], [-3.4733, 0.1174, 3.4287], [-5.1228, 0.9198, 3.2895], [-3.6985, -0.3969, 0.7359], [-5.2739, 0.5178, 0.7867], [-5.9362, -1.8095, 0.7146], [-6.3957, -1.1188, 2.3324], [-0.5317, 2.1604, 2.8836], [-4.8701, 0.9949, -6.1541], [-4.7696, 1.6254, -4.8551], [-4.8692, 1.0468, -3.6282], [-5.1151, -0.4359, -3.5640], [-4.7586, 1.7327, -2.6188], [-3.9375, 1.1717, -6.6941], [-5.6925, 1.4625, -6.6996], [-5.0478, -0.0759, -6.0798], [-4.6045, 2.6218, -4.8170], [-5.1701, -0.7492, -2.5211], [-6.0627, -0.6810, -4.0489], [-4.2942, -0.9739, -4.0436], [-10.9014, 1.6073, 0.5975], [-9.7645, 0.7590, 0.3098], [-8.8605, 0.2384, 1.1819], [-9.0237, 0.5587, 2.6430], [-7.9481, -0.4680, 0.7672], [-11.8039, 1.1015, 0.2477], [-10.7799, 2.5422, 0.0463], [-10.9964, 1.8233, 1.6596], [-9.5900, 0.5005, -0.6514], [-8.2299, 0.0740, 3.2117], [-8.9528, 1.6372, 2.8012], [-9.9845, 0.1855, 3.0042]], "mulliken_charge": [-0.72, -0.57, -0.39, 0.40, -1.29, 0.26, -0.61, 0.05, -0.41, 1.05, -0.71, -0.46, -0.58, -0.39, -0.60, -0.41, -0.15, -1.01, -1.22, 0.23, 0.68, 0.22, -0.48, 0.35, -0.76, -0.56, 0.66, -0.98, -0.39, -0.17, -0.46, 0.91, -0.32, -0.30, 0.57, -0.20, -0.29, 1.13, -0.31, -0.26, -0.28, -0.32, -0.29, -0.96, 0.50, 0.15, -0.57, 0.23, 0.03, 0.33, 0.28, 0.37, 0.30, 0.30, 0.13, 0.35, 0.06, 0.40, 0.13, 0.13, 0.25, 0.37, 0.33, 0.05, 0.28, 0.30, 0.33, 0.29, 0.30, 0.37, 0.24, 0.21, 0.26, 0.25, 0.31, 0.16, 0.35, 0.41, 0.33, 0.41, 0.26, 0.23, 0.15, 0.36, 0.33, -0.24, 0.29, -0.85, -0.17, 0.79, -1.11, -0.66, 0.27, 0.29, 0.33, 0.24, 0.08, 0.40, 0.37, -0.89, -0.20, 0.83, -1.29, -0.56, 0.29, 0.29, 0.33, 0.24, 0.25, 0.34, 0.39], "max_force_ev_per_a": 5.10, "lumo_ev": -1.128, "smiles": "CCC[C@H](C)c1c([PH2]=S)c(CCCCCOCC)cc2c1C(=O)c1ccc(CCCCC(F)(F)C(F)(F)S(F)(F)(F)(F)F)cc1C2=O.CNC(C)=O.CNC(C)=O", "molar_mass_g_mol": 884.9, "total_energy_ev": -108902.5426, "e_homo_ev": -8.290}


(2)
{"formula": "C38H54INO12S3", "method": "ωB97M-V with the def2-TZVPD basis set", "species": ["C", "C", "C", "C", "C", "C", "C", "N", "C", "O", "C", "C", "C", "O", "C", "I", "C", "C", "C", "O", "C", "C", "C", "C", "C", "C", "C", "C", "C", "O", "O", "C", "C", "O", "H", "H", "H", "H", "H", "H", "H", "H", "H", "H", "H", "H", "H", "H", "H", "H", "H", "H", "H", "H", "H", "H", "H", "H", "H", "H", "H", "H", "H", "H", "O", "S", "O", "C", "C", "C", "C", "H", "H", "H", "H", "H", "H", "H", "H", "O", "S", "O", "C", "C", "C", "C", "H", "H", "H", "H", "H", "H", "H", "H", "O", "S", "O", "C", "C", "C", "C", "H", "H", "H", "H", "H", "H", "H", "H"], "xyz": [[4.8673, 2.1762, 2.5760], [3.6936, 2.8298, 1.8430], [3.5445, 2.2072, 0.4253], [2.3888, 2.8859, 2.6583], [1.6835, 1.5395, 2.9378], [0.8242, 1.0436, 1.7719], [-0.2955, 1.8312, 1.4606], [-0.6348, 3.0045, 2.2069], [-1.1070, 1.4389, 0.3894], [-2.1790, 2.2266, 0.0856], [-3.3987, 1.6789, 0.6755], [-4.6098, 1.8974, -0.2189], [-5.6290, 0.7509, 0.0496], [-5.2367, 3.1303, 0.1585], [-0.7914, 0.2917, -0.3521], [-2.1310, -0.1739, -1.9408], [0.3173, -0.4943, -0.0562], [1.1257, -0.1113, 1.0444], [2.2857, -1.0006, 1.3602], [3.3020, -0.6466, 1.9130], [2.1983, -2.4445, 0.9231], [2.9618, -3.3527, 1.6357], [2.9480, -4.6949, 1.2654], [2.1649, -5.0600, 0.1777], [1.3966, -4.1622, -0.5575], [0.6163, -4.6862, -1.7554], [1.6043, -4.9281, -2.9304], [1.7463, -3.7228, -3.8827], [2.8662, -2.7892, -3.5287], [3.6301, -2.9541, -2.6196], [3.0227, -1.7032, -4.3451], [1.4091, -2.8098, -0.1733], [0.6749, -1.7129, -0.8692], [0.4183, -1.8050, -2.0484], [5.0209, 2.5492, 3.5942], [5.7786, 2.4253, 2.0138], [4.8184, 1.0859, 2.6094], [3.9875, 3.8744, 1.6665], [2.5199, 2.2326, 0.0477], [3.9937, 1.2136, 0.3977], [4.1404, 2.8240, -0.2613], [1.7152, 3.6256, 2.2202], [2.6621, 3.2887, 3.6439], [0.9546, 1.7506, 3.7373], [2.3446, 0.7708, 3.3265], [-1.6428, 3.0011, 2.3413], [-0.4899, 3.8108, 1.6040], [-3.2331, 0.6004, 0.7641], [-3.5103, 2.1167, 1.6744], [-4.3452, 1.8800, -1.2763], [-5.2261, -0.0329, 0.6958], [-6.5297, 1.1370, 0.5328], [-5.9388, 0.2974, -0.8972], [-5.4714, 3.6095, -0.6408], [3.5914, -3.0517, 2.4650], [3.5433, -5.4498, 1.7655], [2.1621, -6.1020, -0.1385], [-0.2278, -4.0643, -2.0433], [0.2609, -5.6849, -1.4741], [2.5972, -5.1377, -2.5232], [1.2911, -5.7888, -3.5588], [1.9703, -4.0992, -4.8934], [0.7898, -3.2067, -3.9884], [3.1835, -0.9262, -3.7943], [0.2289, 3.6904, 6.1575], [0.2132, 2.3097, 6.5659], [1.3842, 1.4757, 6.4770], [-0.4512, 2.2140, 8.2252], [-1.9571, 2.0808, 8.0222], [-2.1378, 1.0830, 6.8708], [-1.1655, 1.4876, 5.7557], [-0.1665, 3.1021, 8.7847], [-0.0365, 1.3232, 8.6967], [-2.4537, 1.7440, 8.9313], [-2.3827, 3.0475, 7.7432], [-1.8984, 0.0766, 7.2212], [-3.1649, 1.0669, 6.5082], [-0.7930, 0.6249, 5.2079], [-1.6175, 2.1988, 5.0660], [-2.2815, -7.2640, -5.5320], [-0.8442, -7.3448, -5.5085], [-0.1111, -7.5990, -4.2925], [-0.3190, -8.5129, -6.7585], [-0.1656, -7.6709, -8.0211], [0.5321, -6.3782, -7.5800], [-0.1767, -5.8837, -6.3130], [-1.0589, -9.3043, -6.8535], [0.6378, -8.9279, -6.4424], [0.4043, -8.1982, -8.7850], [-1.1491, -7.4368, -8.4348], [1.5805, -6.5887, -7.3572], [0.5103, -5.6204, -8.3620], [0.5077, -5.3861, -5.6336], [-1.0097, -5.2242, -6.5500], [-1.9544, 4.3673, -0.3803], [-2.4431, 5.7010, -0.1104], [-3.4657, 5.9429, 0.8743], [-1.0434, 6.7717, 0.2201], [-0.6374, 7.2973, -1.1529], [-1.9469, 7.6465, -1.8711], [-2.9117, 6.4723, -1.6660], [-0.2572, 6.2056, 0.7160], [-1.3886, 7.5787, 0.8661], [0.0213, 8.1608, -1.0703], [-0.1072, 6.5200, -1.7081], [-2.3712, 8.5522, -1.4325], [-1.7864, 7.8411, -2.9308], [-3.9461, 6.8022, -1.6022], [-2.8081, 5.7253, -2.4514]], "mulliken_charge": [-1.64, 0.70, -1.22, -0.65, 0.26, 0.34, 0.79, -0.16, -0.53, 0.17, -1.17, 0.38, -1.42, -0.55, -0.48, -0.03, 0.80, -0.12, -0.05, -0.57, 0.71, -0.66, -0.99, -0.49, 0.51, -1.03, -0.22, -0.61, 0.23, -0.54, -0.54, -0.11, -0.11, -0.48, 0.37, 0.43, 0.24, 0.57, 0.18, 0.18, 0.45, -0.05, 0.53, -1.28, 0.91, 0.36, -0.13, 0.53, 0.26, 0.48, 0.35, 0.38, 0.28, 0.31, 0.51, 0.42, 0.42, 0.60, 0.45, 0.54, 0.14, 0.45, 0.38, 0.38, -0.66, 1.28, -0.68, -0.80, -0.62, -0.80, -0.25, 0.41, 0.34, 0.38, 0.29, 0.33, 0.34, 0.27, 0.20, -0.67, 1.11, -0.64, -0.71, -0.62, -0.78, 0.69, 0.41, 0.33, 0.35, 0.31, 0.34, 0.37, -0.94, 0.44, -0.65, 1.28, -0.79, -0.62, -0.58, -0.64, -0.78, 0.21, 0.37, 0.40, 0.27, 0.31, 0.33, 0.38, 0.38], "max_force_ev_per_a": 2.32, "lumo_ev": -0.479, "smiles": "CC(C)CCc1c(N)c(OC[C@@H](C)O)c(I)c2c1C(=O)c1cccc(CCCC(=O)O)c1C2=O.O=S1(=O)CCCC1.O=S1(=O)CCCC1.O=S1(=O)CCCC1", "molar_mass_g_mol": 940.0, "total_energy_ev": -106946.9874, "e_homo_ev": -8.586}